(1)
{
  "formula": "C22H50N7O5",
  "method": "ωB97M-V/def2-TZVPD",
  "elements": ["N", "C", "N", "N", "C", "C", "C", "C", "C", "C", "C", "C", "C", "O", "H", "H", "H", "H", "H", "H", "H", "H", "H", "H", "H", "H", "H", "H", "H", "H", "H", "H", "H", "H", "H", "H", "C", "C", "O", "N", "C", "H", "H", "H", "H", "H", "H", "H", "C", "C", "O", "N", "C", "H", "H", "H", "H", "H", "H", "H", "C", "C", "O", "N", "C", "H", "H", "H", "H", "H", "H", "H", "C", "C", "O", "N", "C", "H", "H", "H", "H", "H", "H", "H"],
  "positions_angstrom": [[2.841, 0.437, 1.779], [3.235, 1.048, 0.582], [3.273, 0.179, -0.654], [3.525, 2.529, 0.663], [4.232, 3.065, -0.560], [4.002, 4.721, -0.599], [2.801, 5.019, -1.673], [1.677, 6.105, -1.180], [0.954, 5.745, 0.258], [-0.512, 5.014, -0.036], [-0.436, 3.366, -0.011], [-0.146, 2.741, -1.509], [-1.558, 2.054, -2.029], [-1.611, 2.231, -3.506], [2.821, 1.168, 2.553], [4.091, 0.373, -1.271], [2.366, 0.163, -1.171], [2.671, 3.072, 0.916], [5.399, 2.885, -0.386], [3.931, 2.563, -1.573], [5.052, 5.199, -0.907], [3.781, 5.162, 0.486], [2.308, 3.993, -2.032], [3.303, 5.470, -2.650], [2.231, 7.158, -1.108], [0.860, 6.208, -2.039], [1.560, 4.947, 0.863], [-1.007, 5.414, -1.043], [-1.253, 5.323, 0.825], [-1.416, 2.927, 0.494], [0.468, 3.017, 0.685], [0.081, 3.627, -2.242], [0.746, 1.958, -1.422], [-1.483, 0.911, -1.790], [-2.439, 2.615, -1.501], [-1.549, 3.227, -3.667], [-5.571, 1.696, -1.994], [-5.489, 3.123, -1.533], [-4.414, 3.703, -1.382], [-6.659, 3.779, -1.280], [-8.005, 3.269, -1.398], [-4.564, 1.303, -2.156], [-6.061, 1.085, -1.230], [-6.121, 1.640, -2.938], [-6.529, 4.737, -0.973], [-8.543, 3.896, -2.114], [-8.484, 3.346, -0.420], [-8.029, 2.233, -1.734], [0.269, -0.157, -5.180], [1.525, -0.225, -4.359], [1.833, 0.656, -3.557], [2.337, -1.309, -4.526], [2.145, -2.434, -5.411], [-0.276, 0.759, -4.943], [0.520, -0.145, -6.245], [-0.373, -1.012, -4.950], [3.166, -1.290, -3.941], [2.114, -3.342, -4.804], [3.001, -2.482, -6.089], [1.226, -2.354, -5.991], [1.226, -3.437, 5.761], [0.414, -3.741, 4.535], [-0.491, -4.575, 4.537], [0.707, -3.057, 3.390], [1.723, -2.050, 3.194], [0.882, -4.055, 6.593], [2.280, -3.662, 5.575], [1.105, -2.385, 6.037], [0.120, -3.312, 2.603], [1.232, -1.131, 2.867], [2.398, -2.398, 2.409], [2.294, -1.853, 4.102], [-0.990, -7.482, 3.948], [-0.993, -8.903, 3.463], [-1.346, -9.207, 2.324], [-0.585, -9.874, 4.331], [-0.139, -9.714, 5.695], [-1.337, -6.821, 3.151], [-1.665, -7.379, 4.803], [0.025, -7.186, 4.226], [-0.612, -10.809, 3.938], [0.878, -10.107, 5.768], [-0.799, -10.299, 6.340], [-0.149, -8.672, 6.016]],
  "mulliken_charge": [-0.4000, 0.2127, -0.4846, -0.3438, -0.2268, -0.8293, 0.2047, -0.6736, -1.0517, -0.5046, -0.4647, 0.7448, -0.0269, -0.5792, 0.2171, 0.3220, 0.1892, 0.2279, 0.2130, 0.1513, 0.3347, 0.3422, -0.3471, 0.2915, 0.2914, 0.2564, 0.2496, 0.0966, 0.3074, 0.4017, 0.0907, 0.1350, -0.7876, 0.2384, -0.0814, 0.3202, -1.0932, 0.8010, -0.6087, -0.2073, -0.8719, 0.1493, 0.3513, 0.3545, 0.2500, 0.2807, 0.2827, 0.3299, -1.1873, 0.8049, -0.6046, -0.1495, -0.9202, 0.0867, 0.3993, 0.3778, 0.2378, 0.2915, 0.2894, 0.3446, -1.2887, 0.7497, -0.6527, -0.1025, -0.8235, 0.2849, 0.3592, 0.3666, 0.2267, 0.3051, 0.2721, 0.2765, -1.0563, 0.6322, -0.6717, -0.1541, -0.7846, 0.3117, 0.3436, 0.2965, 0.2306, 0.2685, 0.2670, 0.3174],
  "homo_ev": -1.35,
  "homo_lumo_gap_ha": 0.1271,
  "total_charge": -1
}

(2)
{
  "formula": "C22H50NPRuSi4Te",
  "method": "ωB97M-V/def2-TZVPD",
  "elements": ["C", "C", "C", "C", "C", "C", "C", "C", "N", "Ru", "C", "P", "H", "H", "H", "H", "H", "H", "H", "H", "C", "C", "H", "C", "C", "H", "H", "H", "H", "H", "H", "H", "H", "H", "H", "H", "H", "H", "H", "C", "Si", "C", "C", "Si", "Te", "Si", "C", "C", "C", "Si", "C", "C", "C", "H", "H", "H", "H", "H", "H", "H", "H", "H", "H", "H", "H", "H", "H", "H", "H", "H", "H", "H", "H", "H", "H", "H", "H", "H", "H", "H"],
  "positions_angstrom": [[5.932, 0.798, -1.909], [5.412, 0.967, -0.627], [4.034, 0.842, -0.388], [3.225, 0.452, -1.467], [3.707, 0.416, -2.780], [5.084, 0.537, -2.989], [3.447, 1.097, 0.955], [3.918, 2.445, 1.580], [3.707, 3.626, 0.796], [1.433, -0.400, -1.108], [2.727, 0.197, -3.892], [1.046, 0.266, -3.090], [6.071, 1.183, 0.220], [5.471, 0.420, -4.001], [7.006, 0.888, -2.074], [2.840, -0.787, -4.375], [2.772, 0.965, -4.679], [2.345, 1.030, 0.927], [3.787, 0.310, 1.649], [3.367, 2.587, 2.528], [-0.062, -0.635, -4.184], [0.649, 2.024, -3.372], [4.995, 2.391, 1.797], [4.805, 4.355, 0.241], [2.366, 4.016, 0.479], [2.192, -1.992, -1.259], [5.500, 4.663, 1.038], [5.374, 3.737, -0.476], [4.413, 5.238, -0.281], [1.766, 4.115, 1.400], [2.402, 4.985, -0.036], [1.850, 3.280, -0.167], [1.115, 2.347, -4.313], [-0.442, 2.131, -3.430], [1.035, 2.633, -2.546], [0.530, -1.072, -4.997], [-0.569, -1.434, -3.627], [-0.810, 0.064, -4.577], [1.475, -2.132, -1.469], [0.030, -3.378, 1.958], [-1.327, -2.304, 2.691], [-2.722, -3.383, 3.350], [-0.600, -1.245, 4.066], [-2.172, -0.918, 1.014], [-0.548, 0.694, -0.002], [-3.099, -2.214, -0.690], [-4.747, -2.906, -0.090], [-3.343, -1.108, -2.192], [-1.953, -3.637, -1.136], [-3.806, 0.513, 1.895], [-5.205, -0.465, 2.692], [-3.023, 1.644, 3.182], [-4.455, 1.551, 0.462], [0.613, -3.793, 2.793], [0.713, -2.800, 1.320], [-0.369, -4.211, 1.366], [-2.288, -4.013, 4.141], [-3.544, -2.803, 3.790], [-3.141, -4.046, 2.582], [-0.055, -0.377, 3.672], [-1.374, -0.884, 4.756], [0.107, -1.870, 4.631], [-5.502, -2.121, 0.047], [-5.110, -3.591, -0.871], [-4.659, -3.472, 0.847], [-2.494, -0.433, -2.365], [-3.459, -1.756, -3.073], [-4.249, -0.496, -2.092], [-0.894, -3.382, -1.015], [-2.162, -4.524, -0.522], [-2.122, -3.902, -2.190], [-4.877, -1.002, 3.592], [-5.969, 0.267, 2.994], [-5.677, -1.186, 2.013], [-2.032, 2.005, 2.876], [-3.680, 2.517, 3.310], [-2.923, 1.144, 4.155], [-3.648, 1.938, -0.174], [-5.151, 0.984, -0.171], [-4.997, 2.408, 0.890]],
  "lowdin_spin": [0.0520, 0.0011, 0.0612, 0.0934, 0.0651, -0.0047, 0.0614, 0.0599, 0.5989, 1.5074, 0.0231, 0.0214, -0.0003, -0.0003, 0.0027, 0.0019, 0.0029, 0.0199, 0.0038, 0.0253, -0.0102, 0.0159, 0.0008, 0.0764, 0.0668, 0.0631, 0.0281, 0.0358, 0.0005, 0.0243, 0.0007, 0.0314, 0.0009, 0.0029, 0.0018, -0.0009, -0.0002, -0.0007, 0.0617, 0.0066, 0.0382, 0.0105, 0.0050, 0.1303, 0.7059, 0.0269, 0.0067, 0.0084, 0.0052, 0.0163, 0.0064, 0.0018, 0.0038, 0.0007, 0.0051, 0.0000, 0.0022, 0.0000, 0.0000, 0.0016, 0.0000, 0.0006, 0.0000, 0.0014, 0.0000, 0.0085, 0.0000, 0.0000, 0.0038, 0.0002, 0.0004, 0.0000, 0.0011, 0.0000, 0.0022, 0.0000, 0.0001, 0.0046, 0.0002, -0.0001],
  "homo_ev": [-12.80, -13.20],
  "homo_lumo_gap_ha": [0.2588, 0.1657],
  "total_charge": 2,
  "spin_multiplicity": 5
}

(3)
{
  "formula": "C22H50O3P2STi",
  "method": "ωB97M-V/def2-TZVPD",
  "elements": ["Ti", "C", "O", "C", "O", "P", "C", "H", "C", "H", "C", "H", "C", "P", "H", "H", "C", "H", "C", "H", "H", "H", "C", "H", "H", "H", "C", "H", "H", "H", "C", "H", "H", "H", "C", "H", "H", "H", "C", "H", "H", "H", "C", "H", "H", "H", "C", "H", "C", "H", "H", "C", "H", "H", "H", "C", "H", "H", "H", "C", "H", "H", "H", "C", "H", "H", "H", "H", "H", "C", "S", "C", "O", "H", "H", "H", "H", "H", "H"],
  "positions_angstrom": [[0.023, -0.331, 0.248], [-0.716, -2.158, 0.090], [-1.187, -3.245, 0.032], [1.253, -0.648, 1.796], [1.909, -0.865, 2.727], [1.933, -1.026, -1.284], [3.421, 0.091, -1.371], [4.094, -0.425, -2.071], [2.678, -2.721, -1.062], [2.754, -2.772, 0.041], [1.314, -0.950, -3.046], [1.057, 0.112, -3.158], [-3.288, 0.529, 1.100], [-1.646, 0.367, 1.965], [-2.139, 2.098, 3.511], [-3.085, 1.306, 0.353], [-2.048, -0.637, 3.467], [-3.099, -0.391, 3.663], [1.751, -3.843, -1.541], [1.822, -4.006, -2.630], [0.712, -3.712, -1.239], [2.091, -4.775, -1.061], [4.090, -2.890, -1.614], [4.323, -3.968, -1.607], [4.831, -2.389, -0.976], [4.179, -2.546, -2.657], [2.350, -1.310, -4.110], [3.267, -0.709, -4.027], [1.918, -1.088, -5.099], [2.583, -2.389, -4.108], [0.019, -1.745, -3.232], [-0.590, -1.226, -3.985], [-0.580, -1.819, -2.312], [0.209, -2.768, -3.593], [3.098, 1.470, -1.950], [3.077, 1.463, -3.051], [3.874, 2.187, -1.646], [2.133, 1.861, -1.596], [4.120, 0.178, -0.011], [3.540, 0.758, 0.716], [5.080, 0.705, -0.126], [4.325, -0.814, 0.414], [-4.418, 0.983, 2.026], [-4.111, 1.765, 2.739], [-4.841, 0.120, 2.578], [-5.229, 1.412, 1.407], [-3.697, -0.733, 0.343], [-3.913, -1.567, 1.027], [-0.031, 2.384, 3.135], [-2.943, -1.062, -0.384], [-4.613, -0.510, -0.227], [-1.927, 3.191, 1.675], [0.565, 2.907, 2.380], [-0.070, 3.058, 4.005], [0.507, 1.479, 3.433], [-1.458, 2.097, 2.640], [-1.551, 4.160, 2.026], [-3.020, 3.264, 1.652], [-1.538, 3.052, 0.655], [-1.179, -0.288, 4.671], [-0.120, -0.499, 4.455], [-1.465, -0.938, 5.514], [-1.267, 0.758, 4.994], [-1.934, -2.134, 3.190], [-2.476, -2.445, 2.292], [-2.345, -2.689, 4.049], [-0.885, -2.452, 3.075], [1.332, 1.898, 0.928], [1.773, 1.730, 0.340], [-2.625, 2.007, -2.529], [-0.852, 1.869, -2.346], [-0.438, 3.516, -1.803], [-0.688, 1.077, -0.993], [-2.839, 2.390, -3.538], [-3.022, 2.666, -1.743], [-3.107, 1.023, -2.448], [0.257, 3.510, -0.956], [0.058, 3.968, -2.669], [-1.342, 4.071, -1.550]],
  "mulliken_charge": [-2.0150, 0.5474, -0.0842, 0.7433, -0.1318, 1.1385, 0.2670, 0.6869, 0.8230, 0.4312, 0.5454, 0.1233, 1.0916, 1.5590, 0.9118, -0.2216, 0.6359, 0.4113, -1.3945, 0.2896, 0.1567, 0.5725, -1.5147, 0.4566, 0.3803, 0.3101, -1.6357, 0.4165, 0.4658, 0.3480, -1.3004, 0.4799, 0.1835, 0.4171, -1.1138, 0.2532, 0.4159, 0.1348, -1.5471, 0.2972, 0.5188, 0.3866, -1.6948, 0.4486, 0.4818, 0.4166, -1.4452, 0.2863, -1.9888, 0.2013, 0.5103, -1.8804, 0.5920, 0.3991, 0.4151, 0.3552, 0.5240, 0.3419, 0.3299, -1.2997, 0.2949, 0.4589, 0.3591, -1.3711, 0.1960, 0.5477, 0.2561, -0.9580, 0.9867, -0.9240, 0.5778, -1.1530, -0.2355, 0.4805, 0.3816, 0.3310, 0.3500, 0.5421, 0.4462],
  "relative_energy_ev": 0.000,
  "homo_ev": [-22.00, -22.00],
  "homo_lumo_gap_ha": [0.1954, 0.1953],
  "total_charge": 4
}